Record 1
A structure of composition C27H41Br39FN5O5P at a distorted geometry, computed with ωB97M-V/def2-TZVPD.

Summary:
- net charge = +1
- HOMO level (eV) = -11.3
- orbital gap (eV) = 8.0014
- spin multiplicity = 1

Each line ends with the Löwdin charge.
Geometry (Å):
C: -1.4808 -1.2132 -2.3280  -0.03
C: -1.8275 0.1423 -2.8902  -0.60
O: -2.8075 0.2928 -3.4635  0.07
O: -1.0408 1.2270 -2.7211  -0.01
C: 0.3500 0.9479 -2.9699  -0.20
C: 1.0953 0.8432 -1.6446  -0.14
C: 0.2358 1.3145 -0.5059  -0.21
N: 0.8762 1.2647 0.7988  -0.19
P: 1.0553 2.7927 1.5324  0.73
N: 1.9938 3.6949 0.6543  -0.28
C: 0.5118 0.1952 1.6076  -0.33
N: -0.6831 0.0831 2.0881  0.17
C: -1.8032 1.0016 1.9144  -0.15
C: -2.9719 0.2851 1.1397  -0.23
O: -2.9021 -1.1143 1.2142  -0.11
N: 1.4419 -0.7444 1.8995  0.04
C: 1.5231 -0.9662 3.3596  -0.01
C: 0.9216 -2.3274 3.7015  -0.55
O: 0.4141 -2.5644 4.6854  0.21
F: 0.9614 -3.2301 2.7693  0.17
C: 2.7600 -0.4294 1.2874  -0.02
C: 3.8684 -1.4487 1.5254  -0.47
O: 4.9078 -1.1460 1.1357  0.19
N: 3.6395 -2.7274 2.1436  -0.14
C: 4.3838 -3.7347 1.3261  -0.05
C: 4.3175 -2.7234 3.4650  -0.06
H: -0.6682 -1.6646 -2.8887  0.04
H: -2.3547 -1.8478 -2.4708  -0.07
H: -1.2424 -1.1964 -1.2666  0.06
H: 0.4814 0.0263 -3.5184  -0.02
H: 0.8154 1.7430 -3.5043  0.02
H: 1.3246 -0.2116 -1.4789  0.10
H: 2.0150 1.4233 -1.6326  0.11
H: -0.6412 0.6756 -0.4707  0.10
H: -0.1593 2.2967 -0.7552  0.12
H: -0.1852 3.4612 1.6275  -0.03
H: 1.6682 2.6732 2.8025  -0.02
H: 2.3194 3.1823 -0.1569  -0.04
H: -0.8712 -0.7379 2.6478  0.15
H: -2.2108 1.2460 2.8889  0.06
H: -1.5636 1.8840 1.3480  0.07
H: -2.8899 0.6088 0.1090  0.12
H: -3.9137 0.6570 1.5332  0.06
H: -3.1199 -1.3327 2.1294  -0.01
H: 0.9024 -0.2766 3.9219  0.14
H: 2.5254 -0.8665 3.7554  0.13
H: 2.6762 -0.3319 0.2181  0.12
H: 3.1417 0.5182 1.6591  0.14
H: 5.4348 -3.6878 1.5854  0.09
H: 4.2503 -3.5732 0.2643  0.09
H: 4.0072 -4.7188 1.5736  0.09
H: 5.1484 -2.0175 3.5073  0.10
H: 4.7379 -3.6936 3.6830  0.09
H: 3.6434 -2.4723 4.2838  0.07
C: 0.2902 -4.4422 7.6345  -1.65
Br: 0.6089 -2.9056 8.7532  0.57
Br: 1.8999 -5.4582 7.3379  0.57
Br: -1.1324 -5.5435 8.3227  0.60
H: -0.0320 -4.0717 6.6721  -0.06
C: 2.5051 -0.9270 -5.8991  -1.56
Br: 1.6671 -1.7571 -4.3684  0.66
Br: 1.2064 -0.0567 -7.0226  0.58
Br: 3.9616 0.2419 -5.3451  0.56
H: 2.9526 -1.7147 -6.4922  -0.11
C: 2.6337 5.3315 3.5503  -1.62
Br: 1.6059 4.3903 4.9138  0.54
Br: 1.5173 6.4869 2.4713  0.54
Br: 4.1127 6.2890 4.3248  0.61
H: 3.0442 4.5751 2.8917  -0.07
C: 1.5799 5.2882 -3.7942  -1.56
Br: 0.9023 5.3020 -1.9646  0.61
Br: 2.3929 3.5918 -4.2340  0.62
Br: 0.2021 5.7378 -5.0592  0.57
H: 2.3492 6.0441 -3.8623  -0.02
C: -4.9411 0.4795 5.1155  -1.57
Br: -4.3584 1.3424 6.7285  0.61
Br: -5.2330 1.7474 3.6951  0.63
Br: -3.7250 -0.9353 4.5855  0.66
H: -5.8930 0.0131 5.3269  -0.02
C: -3.2057 0.0156 -8.0945  -1.61
Br: -1.7684 0.5221 -9.2729  0.56
Br: -4.1176 -1.5723 -8.6986  0.59
Br: -2.5885 -0.1466 -6.2880  0.65
H: -3.9251 0.8218 -8.1108  -0.03
C: -3.5159 -4.0444 -5.0948  -1.56
Br: -3.8759 -3.1053 -3.4491  0.68
Br: -1.6706 -3.8589 -5.6253  0.54
Br: -4.0429 -5.8916 -4.9908  0.57
H: -4.1160 -3.5778 -5.8643  -0.04
C: -0.3807 8.8208 -0.9524  -1.65
Br: -1.3545 7.8911 0.4292  0.52
Br: -1.5351 9.9526 -1.9976  0.59
Br: 1.1191 9.7894 -0.2314  0.58
H: 0.0163 8.0680 -1.6187  -0.09
C: -1.6891 -5.7480 -0.8857  -1.60
Br: -2.1293 -4.0789 -0.0191  0.59
Br: -3.2444 -6.5762 -1.6611  0.57
Br: -0.2791 -5.5227 -2.1802  0.57
H: -1.3175 -6.4141 -0.1208  -0.03
C: -0.6681 -8.8273 10.6742  -1.66
Br: 0.1965 -8.7156 12.3913  0.57
Br: 0.2641 -10.0239 9.4821  0.56
Br: -2.5318 -9.2970 10.8420  0.56
H: -0.6260 -7.8403 10.2333  -0.09
C: -3.1041 5.4517 4.4528  -1.60
Br: -2.9269 4.9710 6.3066  0.58
Br: -2.1764 4.1955 3.3189  0.56
Br: -4.9403 5.6376 3.9139  0.59
H: -2.6332 6.4174 4.3283  -0.02
C: 4.3961 -4.5380 -8.2950  -1.63
Br: 5.4418 -3.4388 -7.1058  0.58
Br: 2.5052 -4.3082 -7.9812  0.58
Br: 4.8567 -4.2321 -10.1369  0.60
H: 4.6347 -5.5677 -8.0713  -0.03
C: -2.7533 6.9378 -7.4149  -1.64
Br: -3.4147 6.9773 -5.6049  0.55
Br: -1.8997 5.2561 -7.8252  0.54
Br: -4.1321 7.3634 -8.6889  0.59
H: -1.9973 7.7058 -7.4946  -0.03

Record 2
A structure of composition C12H9F6N3SSbSn at a distorted geometry, computed with ωB97M-V/def2-TZVPD.

Summary:
- net charge = +2
- expectation value of S² = 0.762
- HOMO level (spin up / spin down) (eV) = -16.8 / -16.8
- orbital gap (spin up / spin down) (eV) = 8.5349 / 5.7840
- spin multiplicity = 2

Each line ends with the Löwdin charge.
Geometry (Å):
Sn: -2.1350 1.0617 -0.4832  1.46
N: 1.8525 -0.8791 -0.3591  0.21
C: 2.5677 -0.3184 -1.5346  -0.21
C: 3.4016 -1.0681 -2.2170  0.01
C: 4.1997 -0.5147 -3.2072  0.02
C: 4.1358 0.8311 -3.5001  0.04
C: 3.1419 1.6013 -2.7899  -0.01
C: 2.4402 0.9930 -1.7922  -0.41
S: 1.3481 1.9553 -0.7368  1.25
N: 0.1475 0.7347 -0.2999  -0.38
C: 0.6391 -0.4248 0.0407  -0.34
C: -0.2972 -1.2354 0.8012  -0.20
C: -0.2065 -2.5768 1.1742  0.08
C: -1.1839 -3.1704 2.0882  0.04
C: -2.1879 -2.4255 2.5685  0.02
C: -2.3121 -1.1414 2.0621  -0.04
N: -1.4671 -0.6024 1.1651  0.00
H: 1.9839 -1.8611 -0.2280  0.14
H: 3.4592 -2.1123 -2.1026  0.13
H: 4.9501 -1.0487 -3.7672  0.14
H: 4.7677 1.2407 -4.2767  0.14
H: 3.0701 2.6452 -3.0476  0.13
H: 0.6760 -3.1332 0.7714  0.13
H: -1.1139 -4.1617 2.2991  0.10
H: -2.8568 -2.7362 3.3299  0.14
H: -3.1596 -0.5724 2.2728  0.09
F: -3.1584 1.7504 3.1962  -0.33
Sb: -3.7820 2.8973 1.7922  1.46
F: -3.8586 1.1254 0.7765  -0.50
F: -5.5445 2.4592 2.1984  -0.29
F: -3.9666 3.5237 0.0483  -0.34
F: -3.6244 4.4786 2.6157  -0.25
F: -1.9269 2.6851 1.1417  -0.44

Electronic energy values, unit Ha, following the record order: -102530.66582 -2078.36343.
M values, unit g mol⁻¹, following the record order: 3681.88 581.75.